No. 1
Molecular formula: C28H42N4O2
Method: DFT, ωB97M-V with the def2-TZVPD basis set

Summary:
E_tot, eV: -39774.794
Kohn-Sham gap, Ha: 0.3156
HOMO energy, eV: -7.90
SMILES: Cc1ccccc1-c1nc(CN2CCC(C(=O)NCCCN3C[C@H](C)C[C@H](C)C3)CC2)c(C)o1

The geometry in ORCA input format:
```
! wB97M-V def2-TZVPD RIJCOSX def2/J DEFGRID3
* xyz 0 1
C -1.85 -3.99 -3.57
C -1.11 -3.85 -4.85
C -0.70 -4.98 -5.55
C 0.00 -4.89 -6.74
C 0.30 -3.65 -7.27
C -0.10 -2.51 -6.60
C -0.80 -2.59 -5.40
C -1.18 -1.36 -4.74
N -1.85 -1.21 -3.64
C -1.96 0.14 -3.44
C -2.66 0.72 -2.26
N -1.79 1.65 -1.55
C -2.48 2.44 -0.55
C -2.85 1.66 0.72
C -1.61 1.01 1.33
C -1.98 0.08 2.48
O -2.97 -0.63 2.46
N -1.11 0.10 3.51
C -1.15 -0.86 4.58
C 0.15 -1.65 4.65
C 1.33 -0.78 5.09
N 1.60 0.32 4.17
C 2.37 -0.11 3.01
C 2.49 1.02 1.99
C 3.26 0.55 0.75
C 3.17 2.22 2.64
C 2.39 2.63 3.90
C 3.06 3.80 4.61
C 2.27 1.43 4.83
C -0.91 0.16 0.26
C -0.61 1.02 -0.98
C -1.33 0.78 -4.47
C -1.11 2.22 -4.76
O -0.83 -0.17 -5.30
H -1.32 -3.48 -2.77
H -1.98 -5.03 -3.31
H -2.82 -3.51 -3.65
H -0.93 -5.95 -5.14
H 0.30 -5.79 -7.26
H 0.84 -3.57 -8.20
H 0.13 -1.53 -7.01
H -3.02 -0.12 -1.64
H -3.53 1.29 -2.60
H -3.37 2.87 -1.00
H -1.80 3.26 -0.27
H -3.58 0.88 0.49
H -3.31 2.33 1.44
H -0.92 1.79 1.68
H -0.23 0.61 3.46
H -2.00 -1.52 4.38
H -1.32 -0.35 5.53
H 0.04 -2.46 5.37
H 0.35 -2.10 3.67
H 2.23 -1.41 5.22
H 1.08 -0.35 6.06
H 1.86 -0.96 2.55
H 3.38 -0.44 3.31
H 1.48 1.32 1.68
H 3.34 1.36 0.03
H 2.75 -0.28 0.28
H 4.26 0.24 1.03
H 3.21 3.06 1.94
H 4.19 1.96 2.92
H 1.38 2.93 3.60
H 3.13 4.66 3.94
H 2.49 4.10 5.48
H 4.06 3.53 4.93
H 1.69 1.71 5.71
H 3.28 1.14 5.18
H -1.56 -0.67 -0.02
H 0.02 -0.25 0.65
H -0.15 0.40 -1.76
H 0.09 1.82 -0.72
H -0.09 2.38 -5.10
H -1.30 2.79 -3.86
H -1.79 2.55 -5.55
*
```

=====

No. 2
Molecular formula: C12H19HgN3S4
Method: DFT, ωB97M-V with the def2-TZVPD basis set

Summary:
E_tot, eV: -64736.592
Kohn-Sham gap, Ha: 0.2573
HOMO energy, eV: -7.14

The geometry in ORCA input format:
```
! wB97M-V def2-TZVPD RIJCOSX def2/J DEFGRID3
* xyz 0 1
Hg -0.21 -0.03 0.29
S -0.55 -2.65 -0.42
S -0.60 2.59 -0.29
C 0.69 -3.46 0.66
C 0.36 -2.49 -1.98
C 1.18 -1.24 -2.27
N 0.39 -0.01 -2.00
C 1.05 1.29 -2.29
C 0.14 2.47 -1.94
H -0.42 -2.57 -2.75
H 1.00 -3.38 -2.05
H 1.52 -1.26 -3.32
H 2.08 -1.18 -1.66
H 1.34 1.35 -3.35
H 1.99 1.31 -1.72
H -0.71 2.44 -2.62
H 0.68 3.41 -2.09
C 0.76 3.35 0.67
H -0.47 -0.05 -2.55
H 1.71 2.83 0.51
H 0.51 3.29 1.73
H 0.85 4.41 0.38
H 0.36 -3.37 1.69
H 1.67 -3.00 0.56
H 0.74 -4.53 0.40
C -3.42 -0.10 -0.01
C -3.06 -0.12 -1.31
H -3.62 0.84 0.52
H -3.68 -1.05 0.51
H -3.03 0.81 -1.91
H -2.96 -1.07 -1.86
S 1.93 -0.01 1.64
C 1.10 0.14 3.15
C 1.91 0.38 4.29
N 2.67 0.57 5.17
C -0.28 0.03 3.39
S -1.58 -0.23 2.29
C -0.74 0.11 4.74
N -1.26 0.14 5.79
*
```

=====

No. 3
Molecular formula: C4H12NO2
Method: DFT, ωB97M-V with the def2-TZVPD basis set

Summary:
E_tot, eV: -9923.252
Kohn-Sham gap (alpha / beta), Ha: 0.0806 / 0.2516
HOMO energy (alpha / beta), eV: 4.49 / -0.32
<S²>: 0.751

The geometry in ORCA input format:
```
! wB97M-V def2-TZVPD RIJCOSX def2/J DEFGRID3
* xyz -2 2
C -0.45 -1.02 -0.83
O -0.64 0.35 -0.91
C 0.17 -1.51 0.52
C 1.40 -0.80 1.15
C 1.99 0.47 0.49
N 1.26 1.68 0.84
H 0.09 -1.27 -1.76
H -1.39 -1.63 -0.87
H 0.35 -2.61 0.43
H -0.67 -1.59 1.22
H 2.17 -1.57 1.29
H 1.12 -0.48 2.17
H 3.03 0.62 0.77
H 1.87 0.32 -0.58
H 0.37 1.63 0.35
H 1.07 1.73 1.83
H -2.18 0.52 -0.97
H -3.20 1.63 -1.21
O -3.18 0.67 -1.13
*
```

=====

> What is the formula in the second record?

C12H19HgN3S4

=====

> Look up the E_tot of the third one.

-9923.252 eV

=====

> Which of these has the highest E_tot?

C4H12NO2